1.
{"formula": "C28H49Br4N3O5P", "method": "ωB97M-V/def2-TZVPD", "charge": 1, "e_tot_ha": -12274.006059, "mol_weight_g_mol": 858.3, "largest_force_ev_per_a": 1.823, "homo_lumo_gap_ha": 0.2855, "elements": ["C", "C", "O", "P", "O", "C", "C", "C", "O", "C", "C", "C", "C", "C", "C", "C", "C", "C", "N", "C", "N", "C", "Br", "C", "C", "N", "C", "C", "C", "C", "C", "C", "O", "C", "O", "C", "C", "H", "H", "H", "H", "H", "H", "H", "H", "H", "H", "H", "H", "H", "H", "H", "H", "H", "H", "H", "H", "H", "H", "H", "H", "H", "H", "H", "H", "H", "H", "H", "H", "H", "H", "H", "H", "H", "H", "H", "H", "H", "H", "H", "H", "H", "H", "H", "H", "C", "Br", "Br", "Br", "H"], "xyz": [[5.6665, -5.3209, 1.0157], [4.1801, -5.6263, 1.0566], [3.3779, -4.5190, 1.5194], [3.2156, -3.2343, 0.5922], [4.1610, -2.1668, 0.9517], [1.5196, -2.6735, 0.8484], [1.5050, -1.6883, 2.0126], [0.2068, -0.8799, 2.0906], [-0.8465, -1.6511, 1.5802], [-2.0779, -0.9602, 1.3321], [-3.2573, -1.5901, 2.0567], [-4.5060, -1.6348, 1.2087], [-5.7272, -1.1929, 1.7273], [-6.8784, -1.2189, 0.9328], [-6.8579, -1.6784, -0.3876], [-8.0917, -1.6763, -1.2538], [-5.6423, -2.1463, -0.8963], [-4.4921, -2.1225, -0.1077], [-1.9647, 0.4539, 1.6352], [-0.8173, 0.9147, 1.0013], [-0.9342, 1.8006, 0.0675], [-2.1725, 2.4082, -0.3576], [-2.7356, 1.5561, -2.0204], [-2.0622, 3.9081, -0.5640], [-3.4602, 4.5243, -0.6351], [0.4048, 0.3778, 1.3055], [1.2032, 1.4021, 2.0938], [2.6853, 1.4585, 1.7020], [3.2358, 2.8674, 1.8624], [4.6596, 2.9714, 1.3144], [4.6449, 3.2722, -0.2035], [5.0964, 4.7030, -0.4626], [4.7337, 5.1719, -1.7367], [5.6462, 4.8342, -2.7657], [3.4161, -3.6706, -0.9273], [2.3638, -4.4060, -1.5870], [2.7194, -4.5232, -3.0653], [6.1223, -6.0313, 0.3282], [5.8697, -4.3303, 0.6250], [6.1299, -5.4681, 1.9827], [3.8394, -6.0034, 0.0981], [4.0138, -6.4221, 1.7743], [0.8716, -3.5272, 1.0274], [1.1635, -2.2252, -0.0767], [1.6015, -2.2542, 2.9332], [2.3488, -1.0281, 1.8610], [0.0317, -0.6693, 3.1502], [-2.2503, -1.0235, 0.2600], [-3.4891, -0.9365, 2.8985], [-2.9789, -2.5611, 2.4519], [-5.7909, -0.8339, 2.7429], [-7.8022, -0.8717, 1.3721], [-8.9506, -2.0149, -0.6874], [-7.9199, -2.3030, -2.1208], [-8.2624, -0.6664, -1.6182], [-5.5577, -2.5211, -1.9038], [-3.5572, -2.4872, -0.5109], [-1.9327, 0.6406, 2.6339], [-0.0935, 2.0784, -0.4258], [-2.9648, 2.1951, 0.3411], [-1.5643, 4.3196, 0.3147], [-1.4952, 4.1289, -1.4621], [-4.1710, 3.9474, -0.0467], [-3.8490, 4.5341, -1.6454], [-3.4584, 5.5274, -0.2262], [1.0964, 1.2133, 3.1601], [0.7767, 2.3858, 1.9156], [3.2334, 0.8047, 2.3758], [2.8179, 1.0676, 0.6963], [2.5818, 3.5757, 1.3508], [3.2196, 3.1381, 2.9183], [5.1856, 3.7770, 1.8167], [5.1636, 2.0259, 1.4829], [3.6363, 3.1767, -0.5983], [5.3180, 2.5879, -0.7114], [4.6123, 5.3649, 0.2562], [6.1708, 4.7915, -0.2871], [5.3282, 3.9238, -3.2745], [6.6567, 4.7029, -2.3829], [5.6547, 5.6401, -3.4925], [2.2702, -5.4048, -1.1698], [1.4203, -3.8781, -1.4920], [3.7862, -4.3819, -3.2001], [2.2308, -3.7355, -3.6294], [2.4344, -5.4879, -3.4651], [-6.2572, 2.6063, -4.3167], [-5.1285, 4.1413, -4.0371], [-6.8522, 1.8705, -2.6380], [-7.7229, 3.0056, -5.4862], [-5.6543, 1.8515, -4.7991]], "mulliken_charge": [-1.042, -0.145, -0.321, 0.853, -0.776, -0.915, -0.742, -0.420, -0.357, 0.253, -0.874, 0.763, -0.802, -0.689, 0.762, -1.227, -0.810, -0.347, -0.203, -0.430, 0.104, -0.837, -0.063, -0.131, -0.868, 0.736, -1.157, -0.426, -1.149, -0.942, -0.445, -0.778, -0.424, -0.687, -0.228, 0.073, -1.331, 0.356, 0.302, 0.308, 0.124, 0.376, 0.480, 0.620, 0.476, -0.185, 0.483, 0.273, 0.356, 0.325, 0.369, 0.415, 0.391, 0.342, 0.176, 0.354, 0.485, 0.360, 0.419, 0.517, 0.306, 0.416, 0.343, -0.054, 0.378, 0.158, 0.693, 0.513, 0.480, 0.522, 0.467, 0.487, 0.459, 0.319, 0.334, 0.356, 0.383, 0.254, 0.334, 0.252, 0.259, 0.224, 0.326, 0.325, 0.353, -0.373, -0.017, 0.041, -0.020, 0.380]}



2.
{"formula": "C28H49BrMnNO3P3", "method": "ωB97M-V/def2-TZVPD", "charge": 2, "e_tot_ha": -6125.204271, "mol_weight_g_mol": 675.5, "s2": 8.774, "largest_force_ev_per_a": 2.624, "spin_multiplicity": 6, "homo_lumo_gap_ha": [0.2053, 0.1698], "e_above_lowest_kj_mol": 182.15, "elements": ["N", "C", "C", "C", "C", "C", "C", "Mn", "P", "C", "C", "C", "C", "C", "C", "C", "Br", "H", "H", "H", "H", "H", "H", "H", "H", "H", "H", "P", "C", "C", "H", "H", "H", "H", "H", "C", "C", "H", "H", "H", "H", "H", "C", "C", "H", "H", "H", "H", "H", "C", "C", "H", "H", "H", "H", "H", "C", "C", "H", "H", "H", "H", "H", "C", "C", "H", "H", "H", "H", "H", "C", "O", "P", "O", "C", "O", "C", "H", "H", "H", "H", "H", "H", "H", "H", "H"], "xyz": [[-5.3586, 2.7160, -3.8242], [-5.2372, 2.9139, -2.5134], [-4.1855, 2.3215, -1.7765], [-3.1430, 1.6299, -2.4557], [-3.3113, 1.4217, -3.8472], [-4.4218, 2.0188, -4.4940], [-1.8739, 1.3453, -1.7397], [-0.1430, -0.0554, -1.2082], [2.9411, -0.4120, -0.2748], [-0.6703, 1.5837, -2.4382], [0.4829, 2.2864, -1.8469], [1.6563, 2.5157, -2.5928], [2.4362, 3.6452, -2.3121], [2.1535, 4.4167, -1.1640], [1.0990, 4.0752, -0.3042], [0.2655, 3.0211, -0.6652], [3.3885, 5.6458, -0.5798], [-1.9827, 1.4871, -0.6568], [-0.7294, 1.6784, -3.5409], [-4.1590, 2.4617, -0.6856], [-2.5808, 0.8621, -4.4448], [-5.9882, 3.5376, -2.0351], [-4.5526, 1.9254, -5.5755], [1.8503, 1.9111, -3.4854], [-0.6520, 2.8825, -0.1069], [3.3404, 3.8538, -2.8839], [0.9212, 4.6432, 0.6173], [-0.8679, -2.3071, -0.4900], [3.6520, 1.2577, -0.4310], [5.1783, 1.3564, -0.5818], [3.2870, 1.7900, 0.4636], [3.1492, 1.7065, -1.2958], [5.4680, 2.4148, -0.4773], [5.7132, 0.7739, 0.1909], [5.5164, 1.0084, -1.5690], [2.4060, -0.8992, -1.9054], [3.5374, -1.6514, -2.6316], [2.1516, 0.0427, -2.4258], [1.5238, -1.5648, -1.7903], [3.2274, -1.9156, -3.6519], [4.4572, -1.0592, -2.7044], [3.8126, -2.5796, -2.1100], [1.9771, -0.5542, 1.2225], [2.7918, -1.3264, 2.2849], [1.0317, -1.0929, 1.0147], [1.7387, 0.4688, 1.5625], [2.1194, -1.8556, 2.9742], [3.4451, -2.0716, 1.8018], [3.4374, -0.6653, 2.8800], [-0.6752, -3.2345, 1.1156], [-1.3826, -4.5515, 1.4660], [-0.9940, -2.4852, 1.8639], [0.4154, -3.4046, 1.2151], [-2.4694, -4.4765, 1.5438], [-1.1522, -5.3849, 0.7994], [-1.0599, -4.8746, 2.4644], [-0.3716, -3.4739, -1.8424], [-0.2554, -2.9127, -3.2673], [-1.1251, -4.2941, -1.8200], [0.6087, -3.9241, -1.5697], [-0.9461, -3.4051, -3.9654], [-0.4549, -1.8405, -3.3656], [0.7566, -3.0256, -3.6672], [-2.6359, -2.0665, -0.7695], [-3.5970, -1.8632, 0.4027], [-2.8635, -2.9727, -1.3437], [-2.7483, -1.2094, -1.4477], [-4.4470, -1.2757, 0.0408], [-4.0332, -2.8009, 0.7718], [-3.1532, -1.3142, 1.2424], [-0.9991, -2.0285, 4.8145], [-0.8392, -1.1937, 3.6573], [-1.3478, 0.4136, 3.5863], [-1.4501, 0.8061, 5.1555], [-0.4106, 0.7958, 6.1385], [0.0706, 1.2007, 3.1317], [0.1704, 2.6104, 3.3736], [-0.9378, -3.0557, 4.4195], [-1.9735, -1.8766, 5.3158], [-0.1825, -1.8722, 5.5393], [-0.6748, 0.1067, 6.9392], [0.5723, 0.5119, 5.7460], [-0.3494, 1.8015, 6.5610], [-0.8151, 3.0922, 3.4823], [0.7711, 2.8052, 4.2734], [0.6801, 3.0642, 2.5024]], "mulliken_spin": [0.004, -0.002, 0.009, 0.094, 0.003, -0.001, 0.149, 4.709, 0.054, -0.121, 0.004, 0.057, -0.015, 0.036, -0.015, 0.027, 0.008, -0.023, -0.016, -0.001, -0.001, 0.000, 0.000, -0.001, -0.010, 0.000, 0.000, -0.042, 0.008, -0.002, 0.004, 0.010, 0.001, -0.002, 0.001, 0.029, -0.004, -0.043, 0.041, 0.001, -0.002, 0.001, -0.017, -0.002, -0.010, 0.004, 0.001, -0.003, 0.002, 0.012, 0.000, 0.002, 0.002, 0.000, 0.000, 0.000, -0.022, 0.035, 0.000, -0.002, 0.002, -0.001, 0.003, 0.042, 0.008, -0.001, -0.020, 0.001, 0.001, 0.000, 0.000, 0.001, 0.000, -0.001, 0.000, 0.012, 0.001, 0.000, 0.000, 0.000, 0.000, 0.000, 0.000, 0.000, 0.000, -0.001]}